[1]
A 2-piece molecular cluster, C4H7N2O overall. Source: the Open Molecules 2025 dataset; level of theory: the ωB97M-V functional and the def2-TZVPD basis.

Positions of all 14 atoms, in Å:
C -0.4819 0.9487 -0.0810
C -0.1740 -1.2596 0.0721
C 0.6957 1.7739 0.0650
C 1.2043 -1.6197 0.0705
N -2.6585 0.1807 0.0505
N -1.6679 0.8432 -0.1267
O -1.2648 -1.6277 0.1262
H 1.4155 1.5756 -0.7295
H 0.4355 2.8327 0.0397
H 1.1732 1.5653 1.0254
H 1.3580 -2.3072 0.9099
H 1.9086 -0.7937 0.1304
H 1.3880 -2.1876 -0.8490
H -3.3316 0.0754 -0.7034

Output
LUMO (spin up / spin down), eV: -4.926 / -4.925
Net charge: +1
ΔE to the lowest compared entry with this formula, charge and spin, eV: 4.452
Max |F|, eV/Å: 3.152
Frontier orbital gap (spin up / spin down), eV: 9.261 / 9.260

Atomic partial charges in e from the Mulliken method, atoms 1 to 5: atom 1 (C): 0.515, atom 2 (C): 0.739, atom 3 (C): -1.300, atom 4 (C): -0.847, atom 5 (N): -0.711

[2]
A single C6H12O molecule. Source: the Open Molecules 2025 dataset; level of theory: the ωB97M-V functional and the def2-TZVPD basis.

Positions of all 19 atoms, in Å:
C -2.0294 0.8543 0.0797
C -1.1582 0.1672 1.0845
C -0.2229 -1.8389 -0.7682
O 0.5396 -0.6862 -1.1380
C 1.1216 -0.0802 -0.1083
C 2.2626 0.7686 -0.5604
C 0.2492 0.3596 1.1665
H -3.0492 0.4595 0.1462
H -1.7093 0.7487 -0.9793
H -2.0922 1.9383 0.2748
H -1.6160 -0.5759 1.7330
H 0.1303 -2.6610 -1.3958
H -1.2840 -1.6547 -0.9431
H -0.0585 -2.0854 0.2803
H 2.9727 0.0811 -1.0389
H 2.7380 1.2357 0.3089
H 1.9886 1.5381 -1.2978
H 0.4914 1.4370 1.0739
H 0.7258 -0.0057 2.0820

Output
LUMO (spin up / spin down), eV: 0.699 / 0.911
Net charge: 0
ΔE to the lowest compared entry with this formula, charge and spin, eV: 4.247
Max |F|, eV/Å: 2.632
Frontier orbital gap (spin up / spin down), eV: 7.195 / 8.164

Atomic partial charges in e from the Mulliken method, atoms 1 to 5: atom 1 (C): -1.032, atom 2 (C): -0.389, atom 3 (C): -0.710, atom 4 (O): -0.346, atom 5 (C): 0.456

[3]
A single C8H6INS molecule. Source: the Open Molecules 2025 dataset; level of theory: the ωB97M-V functional and the def2-TZVPD basis.

Positions of all 17 atoms, in Å:
C -1.1683 0.6761 2.2714
C -1.7418 -0.5582 2.0068
C -0.2617 1.2842 1.4723
C -1.3446 -1.2641 0.9082
C 0.1954 0.6227 0.3272
C -0.3565 -0.6806 0.0728
C 1.2132 -1.0109 -2.2358
C 1.8774 -0.5965 -3.2716
N 1.1686 0.9869 -0.5137
S -0.1418 -1.5343 -1.4890
I 2.0379 2.7677 -0.4486
H -1.6065 1.0777 3.2379
H -2.4759 -0.9356 2.5805
H 0.1137 2.2191 1.6356
H -1.9178 -2.2017 0.7467
H 1.7047 0.3398 -3.6523
H 2.7041 -1.1922 -3.6485

Output
LUMO, eV: -1.173
Net charge: 0
ΔE to the lowest compared entry with this formula, charge and spin, eV: 0.699
Max |F|, eV/Å: 3.329
Frontier orbital gap, eV: 5.855

Atomic partial charges in e from the Mulliken method, atoms 1 to 5: atom 1 (C): -0.552, atom 2 (C): -0.681, atom 3 (C): -0.672, atom 4 (C): -0.608, atom 5 (C): 1.107

[4]
An isolated ion of composition C9H11FNO4 and charge -1. Source: the Open Molecules 2025 dataset; level of theory: the ωB97M-V functional and the def2-TZVPD basis.

Positions of all 26 atoms, in Å:
C 3.0606 -0.6186 0.6901
C 2.2529 0.3839 1.0156
C 1.0122 1.4146 1.2678
C -0.3644 0.6674 1.6707
C -1.4640 0.5767 0.4926
N -1.0967 -0.3088 -0.6579
C -0.5572 -1.6383 -0.2350
C -1.4678 -2.4191 0.8538
F -1.4395 -3.8537 0.4995
C -0.2418 0.3672 -1.6502
O 0.7874 -0.2260 -2.1318
O -0.4700 1.7326 -2.0969
C 0.6122 2.1353 -3.0187
O 0.5492 1.8295 -4.2751
O 1.7419 2.8408 -2.5776
H 3.5034 -1.5727 0.1999
H 1.3250 2.0863 2.1572
H 0.9167 2.1009 0.3338
H -0.0934 -0.3374 2.1636
H -0.8485 1.3136 2.5172
H -2.4424 0.1706 0.9855
H -1.7503 1.6261 0.0827
H -0.5646 -2.3103 -1.1912
H 0.5596 -1.6110 0.0965
H -2.5468 -2.0179 0.9444
H -0.9389 -2.3267 1.8808

Output
LUMO, eV: 2.880
Net charge: -1
SMILES: C#CCCCN(CCF)C(=O)OC(=O)[O-]
Max |F|, eV/Å: 8.386
Frontier orbital gap, eV: 7.052

Atomic partial charges in e from the Mulliken method, atoms 1 to 5: atom 1 (C): -0.269, atom 2 (C): -0.271, atom 3 (C): -0.381, atom 4 (C): -0.292, atom 5 (C): -0.860

[5]
C52H132F3N10O16Ti as an isolated structure. Source: the Open Molecules 2025 dataset; level of theory: the ωB97M-V functional and the def2-TZVPD basis.

Positions of all 214 atoms, in Å:
Ti -3.3326 3.1412 0.4910
C -2.6900 -0.1447 -0.5066
O -1.2856 0.1261 -0.4218
O -3.3322 1.0535 -0.0456
C -3.1158 -0.8069 -1.9049
F -4.4377 -1.0355 -1.9309
F -2.7103 -0.1759 -3.0180
F -2.6417 -2.0748 -2.0064
C -0.3521 -1.0110 -0.4150
C 1.0135 -0.4394 -0.0296
H 1.3980 0.2703 -0.7620
H 0.9858 0.0812 0.9277
H 1.7323 -1.2541 0.0583
H -0.2445 -1.5279 -1.3686
H -0.5693 -1.7621 0.3444
H -2.7732 -0.8952 0.2795
C 0.1747 -0.8293 -7.0483
C 0.7699 -1.7170 -5.9051
C -0.2673 -2.8072 -5.3861
O 0.3114 -3.5658 -4.3279
C -0.4521 -4.4394 -3.5551
N 2.0400 -2.2850 -6.2263
H -0.6718 -0.2046 -6.7634
H -0.1784 -1.3255 -7.9524
H 0.9642 -0.1207 -7.2988
H 1.1049 -1.1501 -5.0364
H -0.4323 -3.4595 -6.2436
H -1.1866 -2.4307 -4.9376
H -0.8388 -3.8933 -2.6946
H 0.2180 -5.2692 -3.3303
H -1.2574 -4.9150 -4.1150
H 2.2798 -2.8330 -5.4124
H 2.7697 -1.6025 -6.3741
C -0.8924 -1.9283 3.0154
C -0.8431 -1.4503 4.4705
C -1.8906 -2.0083 5.3735
O -3.1770 -1.5364 4.8920
C -4.2457 -1.8579 5.7864
N 0.4492 -1.7822 4.9745
H -0.0506 -1.5479 2.4368
H -1.7854 -1.5620 2.5090
H -0.8591 -3.0114 2.8972
H -0.8220 -0.3634 4.5503
H -1.7725 -1.7456 6.4247
H -1.9469 -3.0961 5.3337
H -5.2213 -1.5344 5.4235
H -3.9102 -1.3000 6.6606
H -4.3352 -2.9301 5.9611
H 1.1650 -1.6251 4.2794
H 0.3949 -2.7874 5.0563
C -3.8795 0.4185 -6.6619
C -5.1392 0.0505 -5.9223
C -5.2882 -1.4846 -5.7480
O -6.3207 -1.7191 -4.8275
C -6.6542 -3.1159 -4.6667
N -5.1110 0.6236 -4.6357
H -2.9781 0.1821 -6.0966
H -3.9111 1.4717 -6.9410
H -3.7910 -0.1947 -7.5588
H -6.0658 0.4266 -6.3560
H -4.3351 -1.8764 -5.3930
H -5.4234 -1.9917 -6.7034
H -5.7726 -3.6751 -4.3533
H -7.1110 -3.4316 -5.6047
H -7.4827 -3.1554 -3.9596
H -5.8412 0.1625 -4.1120
H -4.2627 0.3071 -4.1883
C 2.7359 1.0170 3.2720
C 3.7123 2.0115 3.9112
C 2.8280 3.1705 4.5192
O 2.0715 3.8451 3.4717
C 1.6089 5.1642 3.8119
N 4.4963 1.3068 4.8988
H 2.1335 0.3610 3.9004
H 3.3120 0.2684 2.7282
H 2.0866 1.5475 2.5754
H 4.4223 2.4113 3.1872
H 3.5152 3.8469 5.0276
H 2.1340 2.8195 5.2829
H 2.3656 5.9476 3.7671
H 1.3081 5.2793 4.8533
H 0.7556 5.4541 3.1988
H 3.7476 1.0556 5.5283
H 5.0275 2.0048 5.3996
C 6.4776 -5.9939 -1.8059
C 5.9692 -4.9865 -0.8179
C 4.4440 -4.7445 -0.7763
O 4.0482 -3.8310 -1.8429
C 2.6222 -3.5275 -1.7830
N 6.3507 -5.4224 0.5725
H 7.5594 -5.9139 -1.9132
H 6.2247 -5.9623 -2.8657
H 6.3243 -6.9835 -1.3755
H 6.3384 -3.9727 -0.9728
H 4.2001 -4.2181 0.1465
H 4.0184 -5.7433 -0.6794
H 1.9556 -4.3845 -1.8791
H 2.2833 -2.8520 -2.5685
H 2.3716 -3.0736 -0.8242
H 5.8861 -6.2964 0.7735
H 7.3265 -5.6595 0.6805
C 3.7685 5.4028 -1.6271
C 4.9079 4.3714 -1.7172
C 4.4688 2.9745 -2.0779
O 3.6433 2.2034 -1.1501
C 4.0201 2.1617 0.2360
N 5.8514 4.8888 -2.6650
H 3.1960 5.5794 -2.5376
H 4.1696 6.3812 -1.3625
H 3.0682 5.1471 -0.8319
H 5.3745 4.2946 -0.7351
H 5.3985 2.4351 -2.2587
H 3.9525 2.9977 -3.0377
H 5.0070 1.7074 0.3237
H 3.2673 1.5892 0.7779
H 3.9621 3.1712 0.6431
H 6.7189 4.3723 -2.6358
H 6.1856 5.7964 -2.3741
C -3.8488 -5.0454 -1.5112
O -3.7126 -4.8387 -0.0717
C -4.7163 -3.9678 0.5729
C -4.5156 -3.8367 2.0671
N -4.8042 -5.1745 2.6451
C -4.8017 -4.8902 4.0917
C -5.1894 -6.1339 4.8774
O -5.2448 -5.8585 6.2789
C -5.1540 -7.0469 7.1296
H -4.1236 -4.1725 -2.1033
H -4.6687 -5.7586 -1.5968
H -2.9712 -5.5641 -1.8970
H -5.6856 -4.4160 0.3545
H -4.5736 -3.0378 0.0226
H -5.2393 -3.1405 2.4910
H -3.4876 -3.5467 2.2844
H -3.9886 -5.7354 2.4446
H -5.4821 -4.1021 4.4142
H -3.8149 -4.6588 4.4928
H -4.4209 -6.8808 4.6784
H -6.1098 -6.5950 4.5191
H -5.9636 -7.7534 6.9465
H -5.3140 -6.6955 8.1489
H -4.1395 -7.4235 7.2600
C -2.6223 5.4144 -4.9131
O -2.9166 4.7508 -3.6855
C -3.6677 3.5591 -3.9153
C -3.9289 2.8891 -2.5183
N -4.2045 3.8243 -1.3952
C -5.6526 3.9672 -1.3535
C -6.0467 5.3795 -0.9145
O -5.3383 6.3299 -1.6430
C -5.7474 7.7041 -1.3560
H -2.4674 6.4618 -4.6545
H -3.4720 5.4903 -5.5916
H -1.7518 5.0402 -5.4519
H -2.9890 2.8902 -4.4444
H -4.6467 3.7402 -4.3590
H -2.9726 2.3985 -2.3372
H -4.6737 2.0934 -2.5319
H -3.9953 4.6948 -1.8629
H -6.1220 3.1613 -0.7892
H -6.0340 3.9627 -2.3746
H -5.9130 5.5058 0.1599
H -7.1138 5.5701 -1.0289
H -6.6042 8.0785 -1.9163
H -4.8875 8.3575 -1.5035
H -5.9318 7.7949 -0.2856
C 5.3730 -0.9255 0.1261
O 6.3210 -0.7320 1.1728
C 5.9729 -1.2712 2.4248
C 7.0791 -1.1196 3.5009
N 7.2862 0.2694 3.7641
C 7.9903 0.5268 5.0433
C 8.0087 2.0618 5.2757
O 6.7780 2.6438 5.7195
C 6.8084 4.0501 5.8392
H 5.0929 -1.9740 0.0247
H 5.7239 -0.5819 -0.8470
H 4.3977 -0.4669 0.2891
H 5.9607 -2.3502 2.2708
H 5.0175 -0.8698 2.7627
H 8.0479 -1.4925 3.1684
H 6.7674 -1.6094 4.4234
H 6.3987 0.7503 3.7290
H 9.0164 0.1712 4.9505
H 7.4423 0.0993 5.8831
H 8.2368 2.5863 4.3478
H 8.8375 2.3515 5.9217
H 5.8514 4.4680 6.1516
H 6.8848 4.4206 4.8169
H 7.6314 4.3925 6.4666
C -2.6928 1.7787 3.2710
O -2.1469 2.5937 2.2327
C -0.8001 2.1642 1.9848
C -0.2520 2.9693 0.7867
N -1.2213 3.0327 -0.3197
C -0.7931 3.9856 -1.4221
C 0.2106 3.3801 -2.4262
O -0.2967 2.1454 -3.0092
C 0.6605 1.5057 -3.8476
H -2.7843 0.7516 2.9176
H -3.6795 2.1809 3.5005
H -2.0271 1.6531 4.1249
H -0.7923 1.0861 1.8246
H -0.1211 2.4017 2.8037
H 0.7129 2.5733 0.4701
H -0.0728 3.9678 1.1856
H -0.9087 2.1673 -0.7362
H -0.3532 4.8655 -0.9526
H -1.7238 4.3605 -1.8478
H 1.1016 3.1897 -1.8279
H 0.4417 4.0701 -3.2377
H 1.2198 2.2205 -4.4512
H 0.1789 0.8468 -4.5700
H 1.3816 0.8763 -3.3260

Output
⟨S²⟩: 0.759
LUMO (spin up / spin down), eV: -7.899 / -7.386
Net charge: +2
2S+1: 2
Max |F|, eV/Å: 6.654
Frontier orbital gap (spin up / spin down), eV: 3.120 / 3.634

Atomic partial charges in e from the Mulliken method, atoms 1 to 5: atom 1 (Ti): 0.664, atom 2 (C): -0.289, atom 3 (O): 0.706, atom 4 (O): -0.704, atom 5 (C): 0.402

[6]
C18H17ClNO7SY as an isolated structure. Source: the Open Molecules 2025 dataset; level of theory: the ωB97M-V functional and the def2-TZVPD basis.

Positions of all 46 atoms, in Å:
Y -0.0286 0.4250 0.0931
O 7.2400 0.3780 0.0275
C 6.4675 1.3622 0.0239
O 6.6783 2.5916 -0.0362
C 4.9832 0.9856 0.0094
C 4.5754 -0.3145 0.3019
C 3.2350 -0.6178 0.3398
N 2.2853 0.2913 0.0539
C 2.6872 1.5460 -0.2776
C 3.9993 1.9356 -0.2718
C 1.5559 2.4814 -0.6540
O 1.5610 3.6448 -0.3572
O 0.5283 1.8355 -1.2468
H 5.3441 -1.0514 0.4985
H 2.8760 -1.6039 0.6147
H 4.2945 2.9552 -0.4907
Cl -1.7763 6.6954 1.5883
C -2.1456 5.0374 1.2433
C -1.2070 4.0696 1.5364
C -1.5107 2.7532 1.2504
C -2.7261 2.3780 0.6649
C -3.6559 3.3745 0.4088
C -3.3695 4.7011 0.6898
C -3.0751 0.9740 0.2438
O -4.1965 0.5522 0.3153
O -2.0280 0.2823 -0.2221
H -0.2536 4.3450 1.9674
H -0.7758 2.0420 1.5907
H -4.6068 3.0948 -0.0272
H -4.0898 5.4794 0.4775
C -0.6061 -4.9632 1.0119
C 0.2708 -4.3539 -0.0694
S -0.1852 -2.7912 -0.7647
O 0.0194 -1.7718 0.3890
C -1.9622 -2.8723 -1.0231
C -2.8575 -2.7313 0.2096
H -0.0682 -5.8059 1.4464
H -1.5434 -5.3399 0.6130
H -0.8204 -4.2585 1.8134
H 0.3965 -5.0045 -0.9391
H 1.2705 -4.1247 0.3120
H -2.1074 -3.8014 -1.5861
H -2.1326 -2.0438 -1.7072
H -3.1786 -3.6923 0.5967
H -3.7319 -2.1420 -0.0637
H -2.3592 -2.1825 1.0054

Output
LUMO, eV: -1.440
Net charge: 0
ΔE to the lowest compared entry with this formula, charge and spin, eV: 1.924
Max |F|, eV/Å: 2.178
Frontier orbital gap, eV: 6.289

Atomic partial charges in e from the Mulliken method, atoms 1 to 5: atom 1 (Y): 1.531, atom 2 (O): -0.714, atom 3 (C): 0.457, atom 4 (O): -0.698, atom 5 (C): 0.225

Q: The lowest max |F| belongs to which entry?
A: C18H17ClNO7SY

Q: Which formula does entry 6 have?
A: C18H17ClNO7SY